Entry 1:
Below is a structure of composition C12H8Cl2N15O5RuSSe at a distorted geometry, with properties calculated with ωB97M-V/def2-TZVPD.

Last column: Mulliken spin population.
Positions of all 45 atoms, in Å:
Ru1 0.13 0.89 0.56  0.972
N1 -1.19 3.69 -0.74  0.002
C1 0.17 3.67 -0.54  0.006
N2 0.99 4.60 -0.94  0.000
N3 2.20 4.18 -0.48  0.007
N4 2.11 3.07 0.15  0.004
N5 0.78 2.71 0.15  -0.010
C2 -2.01 3.01 0.14  -0.012
N6 -3.26 3.33 0.38  0.001
N7 -3.64 2.43 1.32  0.000
N8 -2.69 1.63 1.61  0.002
N9 -1.60 1.97 0.87  -0.015
H1 -1.56 4.52 -1.17  0.000
Se1 -2.93 -2.18 1.93  0.001
N10 -3.55 -2.67 0.34  -0.001
C3 -2.91 -1.92 -0.54  0.002
C4 -3.04 -2.00 -1.96  -0.002
C5 -2.26 -1.18 -2.70  0.002
C6 -1.33 -0.26 -2.08  -0.004
N11 -1.21 -0.15 -0.80  0.011
C7 -1.99 -0.97 0.00  -0.013
N12 -1.86 -0.94 1.30  0.001
H2 -3.72 -2.71 -2.40  0.000
H3 -2.28 -1.20 -3.79  0.000
H4 -0.67 0.35 -2.67  0.000
N13 0.31 -1.48 5.84  0.000
C8 0.87 -0.72 5.17  -0.001
N14 1.60 0.16 4.51  0.009
C9 1.17 0.67 3.42  0.038
N15 0.86 1.27 2.46  -0.038
C10 2.30 -3.38 0.82  0.000
S1 0.84 -2.59 0.22  0.001
O1 1.07 -2.34 -1.20  0.000
O2 -0.28 -3.49 0.48  0.000
O3 0.78 -1.36 1.02  0.001
H5 2.40 -4.35 0.32  0.000
H6 2.22 -3.51 1.90  0.000
H7 3.14 -2.73 0.58  0.000
Cl1 4.61 -1.07 -1.56  0.001
C11 3.19 -0.28 -2.31  0.001
Cl2 3.74 0.90 -3.54  0.000
C12 2.22 0.37 -1.30  -0.015
O4 1.19 0.83 -1.84  0.055
O5 2.45 0.30 -0.10  -0.009
H8 2.65 -1.06 -2.83  0.001

<S²> = 0.75
Charge = -2
Kohn-Sham gap (alpha / beta) = 6.8 / 6.7 eV
Multiplicity = 2
Energy relative to the best compared isomer or geometry (same formula, charge and spin) = 1.713 eV

Entry 2:
Below is a structure of composition C12H8CuN2O4 at a distorted geometry, with properties calculated with ωB97M-V/def2-TZVPD.

Last column: Mulliken spin population.
Positions of all 27 atoms, in Å:
Cu1 1.06 0.18 0.84  -0.001
C1 1.82 1.24 2.16  0.000
O1 2.28 1.91 2.98  0.000
C2 2.95 -2.38 0.13  0.019
O2 3.83 -2.22 0.85  -0.003
C3 2.35 0.12 -0.56  0.000
O3 2.74 0.29 -1.63  0.000
C4 0.89 -1.55 1.61  0.000
O4 0.33 -2.49 1.98  0.000
C5 0.07 -3.37 -2.54  0.443
H1 -0.86 -3.65 -2.05  0.033
H2 0.01 -2.64 -3.36  0.034
C6 1.25 -3.85 -2.13  0.407
H3 2.19 -3.55 -2.61  0.032
H4 1.32 -4.56 -1.30  0.032
N1 -3.38 5.07 1.65  0.000
C7 -2.92 4.09 1.20  0.000
C8 -2.33 2.88 0.66  0.000
C9 -1.43 2.95 -0.42  0.000
C10 -0.65 1.83 -0.71  0.000
N2 -0.75 0.70 0.04  0.002
C11 -1.75 0.56 0.95  0.000
C12 -2.56 1.65 1.29  0.000
H5 -1.31 3.87 -0.99  0.000
H6 0.07 1.83 -1.53  0.000
H7 -1.88 -0.42 1.42  0.000
H8 -3.33 1.53 2.06  0.000

<S²> = 0.75
Charge = +2
Kohn-Sham gap (alpha / beta) = 7.9 / 3.5 eV
Multiplicity = 2

no.,calculated total energy (eV)
1,-148971.56858
2,-68361.71425